Computed, not measured: a molecular structure, C57H71BrN6OPS3Ti, with ωB97M-V with the def2-TZVPD basis set.

Last column: Löwdin charge in e.
Atoms and positions in Å:
Ti 0.30642 -1.14867 1.12289  0.955
C -4.30333 -4.35111 0.66894  -0.106
C -3.31086 -4.96457 1.41889  -0.107
C -2.28779 -4.21061 1.97296  -0.039
C -2.22936 -2.83033 1.76992  -0.297
C -3.26273 -2.21466 1.06305  -0.048
C -4.28028 -2.97319 0.50736  -0.080
N -1.12545 -2.09565 2.25601  -0.072
C -1.20428 -1.49239 3.47635  -0.347
C -2.30280 -1.48462 4.35034  -0.037
C -2.21652 -0.83257 5.56269  -0.110
C -1.03417 -0.21484 5.96889  -0.116
C 0.07439 -0.22962 5.14779  -0.038
C -0.00880 -0.82581 3.88970  -0.299
N 0.93637 -0.86005 2.90754  -0.176
N 2.25768 -0.69558 3.15947  0.072
C 2.96344 -1.09044 2.11650  -0.394
C 4.38333 -1.15218 2.19255  -0.036
C 5.09314 -1.66877 1.15061  -0.108
C 4.40887 -2.08253 -0.01819  -0.101
C 3.05006 -1.95022 -0.06766  -0.182
N 2.30174 -1.49713 0.96440  -0.067
H -5.09229 -4.94571 0.22564  0.093
H -3.32797 -6.03808 1.56561  0.097
H -1.51717 -4.68367 2.56941  0.118
H -3.25085 -1.13854 0.95917  0.055
H -5.06966 -2.48008 -0.04655  0.102
H -3.22592 -1.95990 4.04403  0.108
H -3.08656 -0.78714 6.20684  0.092
H -0.99390 0.29637 6.92274  0.089
H 0.99915 0.25749 5.42876  0.103
H 4.85302 -0.80833 3.10307  0.109
H 6.17148 -1.74929 1.20835  0.100
H 4.94560 -2.48023 -0.86755  0.096
H 2.50946 -2.19901 -0.97539  0.105
C -0.22719 -4.10330 -6.31500  -0.053
C -1.54636 -3.63784 -5.68135  -0.556
C -2.06909 -2.46589 -6.52219  -0.065
C -2.57176 -4.77914 -5.74078  -0.044
C -1.31868 -3.23306 -4.23081  -0.176
C -1.89004 -2.09333 -3.68640  -0.087
C -1.57635 -1.72707 -2.39731  -0.538
Br -2.39364 -0.15423 -1.71406  0.851
C -0.68227 -2.43034 -1.55522  -0.302
O -0.26953 -1.87637 -0.41386  -0.273
C -0.25499 -3.69053 -2.05181  -0.065
C -0.56324 -4.01516 -3.37075  0.002
C 0.48099 -4.78224 -1.25203  -0.512
C 1.78310 -5.16909 -1.97271  -0.040
C -0.45424 -6.00130 -1.17928  -0.034
C 0.85472 -4.39641 0.18045  -0.041
H -0.37921 -4.30578 -7.37711  0.080
H 0.14895 -5.01510 -5.85119  0.073
H 0.53449 -3.32846 -6.21488  0.091
H -2.06785 -2.74909 -7.57596  0.081
H -1.43291 -1.58737 -6.40308  0.088
H -3.09085 -2.19618 -6.25257  0.081
H -2.77521 -5.05611 -6.77829  0.082
H -3.50965 -4.47200 -5.27583  0.088
H -2.20302 -5.66022 -5.21323  0.081
H -2.56519 -1.46415 -4.24670  0.095
H -0.18737 -4.95675 -3.74885  0.098
H 1.59552 -5.58727 -2.96205  0.071
H 2.32147 -5.91608 -1.38602  0.087
H 2.42174 -4.29203 -2.09183  0.079
H -0.71062 -6.36735 -2.17449  0.075
H -1.37832 -5.73434 -0.66752  0.079
H 0.02404 -6.81433 -0.62768  0.086
H 1.61184 -3.61678 0.19601  0.040
H 1.26160 -5.27384 0.68883  0.098
H -0.01073 -4.05434 0.73489  0.054
C 6.29046 3.08162 -0.09832  -0.202
C 5.80522 2.15914 -1.23051  -0.184
C 4.54463 1.38402 -0.81919  -0.207
C 3.63543 2.28281 0.01992  -0.416
C 4.32621 2.53030 1.37597  -0.199
C 5.85888 2.51898 1.25330  -0.194
P 1.90736 1.59210 0.28139  1.163
C 1.09946 2.94027 1.30323  -0.454
C 1.37115 2.76563 2.80541  -0.218
C 0.31005 3.51099 3.63302  -0.186
C -0.14490 4.79857 2.92719  -0.192
C 0.98000 5.36021 2.06105  -0.192
C 1.30052 4.40812 0.89320  -0.194
C 1.10254 1.90793 -1.39007  -0.413
C 1.44363 3.18215 -2.19831  -0.184
C 2.28665 2.87978 -3.43683  -0.197
C 1.55082 1.94638 -4.40911  -0.190
C 0.70369 0.90118 -3.65866  -0.193
C 1.28031 0.65638 -2.26759  -0.229
H 5.86424 4.08170 -0.21904  0.109
H 7.37678 3.18935 -0.13651  0.101
H 6.59126 1.44698 -1.49555  0.106
H 5.59573 2.75782 -2.12163  0.101
H 4.81344 0.50704 -0.23147  0.084
H 4.04247 1.02463 -1.71623  0.080
H 3.52894 3.23214 -0.51363  0.092
H 4.02078 1.75733 2.08655  0.096
H 4.00856 3.49594 1.77384  0.100
H 6.23611 1.49663 1.34673  0.104
H 6.29593 3.10357 2.06589  0.107
H 0.04595 2.69141 1.16244  0.010
H 2.35923 3.15186 3.06036  0.093
H 1.36083 1.70806 3.06685  0.070
H 0.73232 3.75190 4.61320  0.106
H -0.54920 2.85875 3.79590  0.082
H -0.46143 5.54026 3.66442  0.106
H -1.00677 4.59525 2.28823  0.090
H 1.86807 5.51019 2.68327  0.108
H 0.69253 6.33425 1.65734  0.106
H 2.32466 4.60179 0.56139  0.090
H 0.63074 4.63551 0.06097  0.102
H 0.04533 1.96626 -1.11271  0.069
H 1.96510 3.91548 -1.58427  0.075
H 0.50888 3.64924 -2.52396  0.121
H 3.22676 2.41792 -3.12570  0.088
H 2.54085 3.81164 -3.94812  0.108
H 2.28807 1.44795 -5.04461  0.103
H 0.90410 2.53239 -5.06725  0.103
H 0.65984 -0.02921 -4.23022  0.104
H -0.31842 1.27114 -3.55353  0.093
H 2.33706 0.39375 -2.36566  0.094
H 0.79570 -0.19003 -1.78428  0.068
S -4.51898 5.32642 -0.23987  0.558
C -3.92960 4.06573 0.65886  -1.090
S -2.55832 3.14039 0.09563  0.909
C -2.65703 2.09645 1.55857  -1.035
N -3.63610 2.45232 2.31153  -0.008
N -4.34397 3.53989 1.84713  -0.130
C -5.41271 3.94627 2.69530  -0.173
C -5.73070 3.10974 3.77247  -0.021
C -6.76059 3.43908 4.63409  -0.093
C -7.49412 4.60209 4.44982  -0.111
C -7.17220 5.43663 3.39389  -0.095
C -6.13992 5.12333 2.52241  -0.050
S -1.56946 0.85975 1.89995  0.732
H -5.15612 2.20956 3.91982  0.099
H -6.99265 2.77483 5.45673  0.099
H -8.30345 4.85407 5.12327  0.094
H -7.72785 6.35199 3.23346  0.099
H -5.90637 5.79053 1.71429  0.017

Atomic forces in eV per Å
Ti -1.4 1.2 0.8
C 0.0 -0.1 0.0
C 0.0 0.0 0.0
C 0.1 0.1 0.0
C -0.3 -0.1 0.0
C 0.1 0.0 0.0
C -0.1 0.0 0.0
N 0.7 0.3 -0.8
C 0.5 -0.1 1.3
C 0.1 -0.1 -0.3
C 0.0 0.1 0.1
C -0.1 0.0 0.1
C 0.3 0.0 -0.4
C -0.9 -0.4 0.8
N 0.8 0.0 -0.7
N 0.7 -0.2 0.2
C -0.6 0.2 0.6
C 0.5 -0.2 -0.4
C -0.1 0.2 0.6
C -0.5 -0.1 -0.3
C 0.6 -0.1 -0.4
N 0.3 -0.2 0.7
H 0.0 0.0 0.0
H 0.0 0.0 0.0
H 0.1 0.0 0.0
H 0.1 0.0 0.0
H 0.0 0.0 0.0
H 0.0 0.0 0.0
H 0.0 -0.1 0.0
H 0.0 0.0 0.0
H 0.0 0.0 0.0
H 0.0 0.0 0.0
H 0.0 0.0 0.0
H 0.0 0.0 -0.1
H 0.0 0.0 0.1
C -0.1 0.0 0.1
C -0.1 -0.1 -0.2
C 0.0 -0.1 0.1
C 0.1 0.0 0.0
C -0.1 0.1 0.0
C 0.1 0.0 0.0
C 0.2 0.3 0.8
Br 0.1 0.1 -0.1
C -0.3 -0.4 -1.0
O -0.4 -0.9 -1.6
C 0.1 0.3 0.4
C 0.0 -0.1 -0.1
C 0.1 0.0 0.0
C -0.1 0.0 0.0
C 0.1 0.0 0.0
C 0.0 0.0 -0.2
H 0.0 0.0 0.0
H 0.0 0.0 0.0
H 0.0 0.0 0.0
H 0.0 0.0 0.0
H 0.0 0.0 0.0
H 0.0 0.0 0.0
H 0.0 0.0 0.0
H 0.0 0.0 0.0
H 0.0 0.0 0.0
H 0.0 0.0 0.0
H 0.0 0.0 0.0
H 0.0 0.0 0.0
H 0.0 0.0 0.0
H 0.1 0.0 0.0
H 0.0 0.0 0.0
H -0.1 0.0 0.0
H 0.0 0.0 0.0
H -0.2 -0.3 0.1
H 0.0 0.0 0.0
H -0.1 0.0 0.1
C 0.1 -0.1 0.0
C 0.0 0.0 0.1
C 0.0 0.1 -0.2
C -0.1 -0.4 0.2
C 0.1 0.0 -0.1
C 0.0 0.1 -0.1
P -0.4 1.2 -0.3
C 0.3 -0.1 0.0
C -0.2 -0.1 0.1
C 0.0 0.0 -0.1
C 0.2 0.1 0.1
C -0.2 0.0 -0.1
C 0.0 0.0 0.1
C 0.2 -0.2 0.1
C 0.1 0.0 0.0
C -0.1 0.0 0.0
C 0.0 0.0 0.1
C 0.2 0.1 0.0
C -0.2 0.0 -0.1
H 0.0 0.0 0.0
H 0.0 0.1 0.0
H 0.0 0.0 0.0
H 0.0 0.0 0.0
H 0.0 0.0 0.0
H 0.0 -0.1 0.0
H 0.0 0.0 0.0
H -0.1 0.1 0.1
H 0.0 0.0 0.0
H 0.0 0.0 0.1
H 0.0 -0.1 0.0
H 0.0 0.0 0.0
H 0.0 0.0 0.0
H 0.1 0.0 0.0
H 0.0 0.0 0.0
H 0.0 0.0 0.0
H -0.1 0.0 0.0
H -0.1 0.0 0.0
H 0.0 0.0 0.0
H 0.1 0.0 0.0
H 0.0 0.0 -0.1
H 0.1 0.0 0.0
H -0.1 -0.1 0.0
H -0.1 0.0 0.0
H 0.0 0.1 0.0
H 0.0 0.1 0.0
H 0.1 0.0 0.0
H 0.0 0.0 0.0
H 0.0 0.0 0.0
H -0.1 0.0 0.0
H -0.1 -0.1 0.0
H 0.0 -0.1 0.0
H -0.1 -0.1 0.0
S -0.1 0.2 -0.2
C -0.1 -0.1 0.1
S -0.3 -0.3 0.7
C 0.0 0.9 -1.4
N 0.0 -0.3 0.6
N 0.5 0.1 -0.7
C -0.2 0.0 0.3
C 0.0 0.0 -0.1
C 0.0 0.0 0.0
C -0.1 0.0 0.0
C 0.0 0.0 0.1
C 0.2 0.0 -0.1
S 0.3 -0.4 0.3
H 0.0 0.0 0.0
H 0.0 0.0 0.0
H 0.0 0.0 0.0
H 0.0 0.0 0.0
H 0.0 0.0 -0.1

As for the charge: -1. Its LUMO energy (alpha / beta) is 2.09 / 2.09 eV. As for the energy: -206207.5856 eV.